The following is a DFT calculation (ωB97M-V/def2-TZVPD) of 4 unconnected molecules or ions with the total composition C3H13NO3 in a non-equilibrium geometry.

The value obtained for the relative energy (zero: lowest compared OMol25 entry of this formula, charge and spin) is 152.22 kJ/mol. The calculation puts the electronic energy at -10953.194 eV. The value obtained for the HOMO-LUMO gap is 8.1 eV. Its SMILES is C=CNC.O.O.O. The spin multiplicity is 1.

Element x y z (Å)
H -1.414 2.958 -1.888
H 1.690 -0.380 -0.096
H -2.641 1.686 -1.776
O 1.144 -3.856 0.627
H -1.261 0.489 2.249
H -1.101 1.237 -2.401
C -2.108 1.066 1.893
N -1.140 1.460 -0.353
H 3.497 -1.456 1.191
O 1.570 0.253 -0.812
H -3.012 0.960 2.467
H 1.860 -3.386 0.166
H -0.176 1.739 -0.204
H -3.012 2.016 0.328
O 3.447 -1.954 0.366
H 4.009 -2.717 0.551
C -1.583 1.902 -1.670
H 1.919 -0.215 -1.579
C -2.058 1.613 0.682
H 0.370 -3.413 0.258

The molecule's natural (NBO) atomic charges, reported in e, are given here:
1 H 0.18
2 H 0.47
3 H 0.19
4 O -0.95
5 H 0.18
6 H 0.20
7 C -0.50
8 N -0.63
9 H 0.48
10 O -0.95
11 H 0.21
12 H 0.47
13 H 0.40
14 H 0.16
15 O -0.96
16 H 0.48
17 C -0.41
18 H 0.47
19 C 0.01
20 H 0.47

The following is a DFT calculation (ωB97M-V/def2-TZVPD) of 4 unconnected molecules or ions with the total composition C3H13NO3 in a non-equilibrium geometry.

The value obtained for the relative energy (zero: lowest compared OMol25 entry of this formula, charge and spin) is 203.47 kJ/mol. The calculation puts the electronic energy at -10952.663 eV. The value obtained for the HOMO-LUMO gap is 8.1 eV. Its SMILES is C=C(C)N.O.O.O. The spin multiplicity is 1.

Element x y z (Å)
N -0.881 -0.451 -0.803
H -0.890 1.520 -3.353
H 0.807 1.514 2.148
H 4.061 3.873 2.911
C -0.410 -1.316 -3.055
H -3.253 -4.272 3.046
H -0.319 -1.242 -0.485
H -2.078 -3.683 2.333
H 0.197 -1.068 -3.923
O -2.815 -4.277 2.199
H 0.538 0.202 1.594
O 0.105 0.859 2.162
H 0.103 1.778 -1.767
H -1.365 -1.749 -3.359
C -0.498 -0.148 -2.101
O 4.189 4.462 3.658
C -0.264 1.123 -2.564
H -0.708 0.329 -0.171
H 3.352 4.678 4.057
H 0.129 -2.131 -2.527

The molecule's natural (NBO) atomic charges, reported in e, are given here:
1 N -0.78
2 H 0.22
3 H 0.47
4 H 0.47
5 C -0.67
6 H 0.47
7 H 0.35
8 H 0.46
9 H 0.23
10 O -0.93
11 H 0.46
12 O -0.92
13 H 0.17
14 H 0.23
15 C 0.24
16 O -0.94
17 C -0.59
18 H 0.38
19 H 0.47
20 H 0.21

The following is a DFT calculation (ωB97M-V/def2-TZVPD) of 3 unconnected molecules or ions with the total composition C3H13NO3 in a non-equilibrium geometry.

The value obtained for the relative energy (zero: lowest compared OMol25 entry of this formula, charge and spin) is 285.54 kJ/mol. The calculation puts the electronic energy at -10951.812 eV. The value obtained for the HOMO-LUMO gap is 9.6 eV. Its SMILES is CNCCO.O.O. The spin multiplicity is 1.

Element x y z (Å)
H 0.611 0.898 -0.531
H 2.151 0.024 -1.041
H 0.604 -2.832 -0.263
H 3.338 -0.386 -2.128
H 0.237 -0.544 1.429
O -0.602 7.062 -1.473
C -0.235 -2.225 0.245
H 0.561 -2.566 2.261
H -0.697 6.878 -0.607
C -0.415 -2.797 1.670
H -1.231 -2.338 -0.292
H -1.276 0.710 -0.439
H -2.302 -2.332 2.329
O -1.300 -2.109 2.506
H -0.746 -3.830 1.642
H -0.123 -0.227 -1.574
H -1.327 7.118 -1.970
N 0.234 -0.883 0.401
O 2.825 0.291 -1.627
C -0.307 0.087 -0.541

The molecule's natural (NBO) atomic charges, reported in e, are given here:
1 H 0.18
2 H 0.49
3 H 0.19
4 H 0.49
5 H 0.39
6 O -0.94
7 C -0.24
8 H 0.18
9 H 0.47
10 C -0.06
11 H 0.18
12 H 0.19
13 H 0.47
14 O -0.74
15 H 0.17
16 H 0.21
17 H 0.47
18 N -0.67
19 O -0.98
20 C -0.44

The following is a DFT calculation (ωB97M-V/def2-TZVPD) of 4 unconnected molecules or ions with the total composition C3H13NO3 in a non-equilibrium geometry.

The value obtained for the relative energy (zero: lowest compared OMol25 entry of this formula, charge and spin) is 182.16 kJ/mol. The calculation puts the electronic energy at -10952.884 eV. The value obtained for the HOMO-LUMO gap is 10.4 eV. Its SMILES is C=CCN.O.O.O. The spin multiplicity is 1.

Element x y z (Å)
H -1.196 -3.120 -1.825
H -1.387 -0.321 -0.518
C -0.672 -2.655 -0.996
H 1.063 2.013 0.901
H -1.659 0.228 0.871
C 0.261 -1.719 -1.169
H 0.423 -0.677 0.642
O -2.035 3.303 1.004
H 1.799 0.750 -0.678
O 0.446 2.333 1.572
C 1.076 -1.065 -0.138
H 1.539 -1.748 0.591
N 2.162 -0.174 -0.465
H 0.191 1.465 1.908
H 2.662 -0.497 -1.295
H 0.651 -1.667 -2.212
O -1.270 0.474 0.023
H -0.914 -2.980 0.006
H -1.955 2.584 0.351
H -1.186 3.474 1.428

The molecule's natural (NBO) atomic charges, reported in e, are given here:
1 H 0.21
2 H 0.49
3 C -0.41
4 H 0.47
5 H 0.47
6 C -0.21
7 H 0.22
8 O -0.98
9 H 0.35
10 O -0.93
11 C -0.31
12 H 0.21
13 N -0.82
14 H 0.47
15 H 0.36
16 H 0.21
17 O -0.96
18 H 0.19
19 H 0.48
20 H 0.49

The following is a DFT calculation (ωB97M-V/def2-TZVPD) of 3 unconnected molecules or ions with the total composition C3H13NO3 in a non-equilibrium geometry.

The value obtained for the relative energy (zero: lowest compared OMol25 entry of this formula, charge and spin) is 58.70 kJ/mol. The calculation puts the electronic energy at -10954.163 eV. The value obtained for the HOMO-LUMO gap is 10.4 eV. Its SMILES is C[C@H](O)CN.O.O. The spin multiplicity is 1.

Element x y z (Å)
H 1.481 1.327 -1.705
H -2.757 -0.911 0.689
C -0.399 0.857 -1.147
H 1.307 1.475 -0.147
H -3.014 0.417 -0.471
O 2.327 -1.644 -0.492
H -1.311 -1.097 -1.265
H -0.839 1.707 -0.636
H 2.238 -0.734 -0.801
O -0.241 -1.041 0.479
N 1.078 0.832 -0.902
H -2.067 0.689 1.103
O 1.092 0.391 2.766
H 3.269 -1.831 -0.527
C -2.353 0.019 0.299
C -1.068 -0.403 -0.445
H 0.820 -0.414 2.313
H 0.619 -1.264 0.069
H -0.543 0.683 -2.206
H 0.359 0.940 3.027

The molecule's natural (NBO) atomic charges, reported in e, are given here:
1 H 0.36
2 H 0.22
3 C -0.26
4 H 0.38
5 H 0.21
6 O -0.98
7 H 0.14
8 H 0.18
9 H 0.50
10 O -0.76
11 N -0.87
12 H 0.20
13 O -0.97
14 H 0.48
15 C -0.62
16 C 0.11
17 H 0.50
18 H 0.51
19 H 0.20
20 H 0.47

The following is a DFT calculation (ωB97M-V/def2-TZVPD) of 3 unconnected molecules or ions with the total composition C3H13NO3 in a non-equilibrium geometry.

The value obtained for the relative energy (zero: lowest compared OMol25 entry of this formula, charge and spin) is 88.89 kJ/mol. The calculation puts the electronic energy at -10953.850 eV. The value obtained for the HOMO-LUMO gap is 9.7 eV. Its SMILES is CNCCO.O.O. The spin multiplicity is 1.

Element x y z (Å)
C 0.757 0.494 -1.209
H 1.310 -2.719 -0.528
H 2.191 -1.465 0.344
H -0.074 2.404 -1.661
H 2.289 -1.559 -1.446
H -4.055 -0.341 1.791
H 0.941 -0.079 1.867
H 0.151 0.317 3.097
H 1.651 0.954 -0.796
H -0.380 -1.195 -1.006
H -2.808 -0.555 0.869
N 0.480 -0.804 -0.658
H -1.234 1.148 -1.727
O -0.865 1.701 0.181
O 0.799 0.660 2.472
O -3.330 -0.934 1.587
H 1.026 0.440 -2.281
H -0.108 1.723 0.787
C 1.640 -1.689 -0.576
C -0.381 1.497 -1.109

The molecule's natural (NBO) atomic charges, reported in e, are given here:
1 C -0.25
2 H 0.21
3 H 0.18
4 H 0.16
5 H 0.17
6 H 0.47
7 H 0.48
8 H 0.48
9 H 0.19
10 H 0.37
11 H 0.48
12 N -0.65
13 H 0.16
14 O -0.72
15 O -0.95
16 O -0.95
17 H 0.16
18 H 0.49
19 C -0.41
20 C -0.06

The following is a DFT calculation (ωB97M-V/def2-TZVPD) of 3 unconnected molecules or ions with the total composition C3H13NO3 in a non-equilibrium geometry.

The value obtained for the relative energy (zero: lowest compared OMol25 entry of this formula, charge and spin) is 53.21 kJ/mol. The calculation puts the electronic energy at -10954.220 eV. The value obtained for the HOMO-LUMO gap is 10.2 eV. Its SMILES is CCNCO.O.O. The spin multiplicity is 1.

Element x y z (Å)
H -3.234 -1.242 -1.108
H 1.213 1.232 -2.082
O -2.440 -1.370 -0.544
C 1.062 -1.356 0.225
H -1.069 1.608 0.356
H -2.323 -0.530 -0.081
O 0.772 1.764 -0.130
C 1.018 -0.819 1.654
H 0.080 -1.658 -0.104
H -2.445 1.934 1.080
H 1.952 -0.867 -1.541
H 1.617 1.610 0.333
H 0.630 -1.562 2.300
H 1.692 -2.244 0.224
H 1.979 -0.544 1.952
H -0.210 0.400 -1.334
N 1.650 -0.402 -0.721
H 0.358 0.073 1.693
C 0.797 0.712 -1.121
O -1.964 1.280 0.526

The molecule's natural (NBO) atomic charges, reported in e, are given here:
1 H 0.47
2 H 0.16
3 O -0.97
4 C -0.23
5 H 0.51
6 H 0.50
7 O -0.76
8 C -0.62
9 H 0.20
10 H 0.48
11 H 0.37
12 H 0.49
13 H 0.21
14 H 0.19
15 H 0.20
16 H 0.17
17 N -0.66
18 H 0.21
19 C 0.08
20 O -0.99

The following is a DFT calculation (ωB97M-V/def2-TZVPD) of 4 unconnected molecules or ions with the total composition C3H13NO3 in a non-equilibrium geometry.

The value obtained for the relative energy (zero: lowest compared OMol25 entry of this formula, charge and spin) is 261.06 kJ/mol. The calculation puts the electronic energy at -10952.066 eV. The value obtained for the HOMO-LUMO gap is 10.1 eV. Its SMILES is C=NCC.O.O.O. The spin multiplicity is 1.

Element x y z (Å)
H -0.041 -2.665 0.935
O 1.340 2.719 -0.628
H -1.932 -3.011 0.816
H -1.966 -0.693 -1.767
C -0.892 -0.560 -1.699
H -1.062 -0.097 1.456
O -0.693 2.560 1.569
H 0.048 2.366 0.841
H 1.080 1.996 -1.245
H 2.235 2.728 -0.567
C -1.136 -2.202 1.034
H 3.205 0.177 -1.133
H -2.267 -0.252 0.337
H -1.136 -2.097 2.153
C -1.300 -0.695 0.602
H -0.433 -0.653 -2.713
O 2.678 -0.712 -1.303
H -0.022 2.672 2.297
N -0.320 -0.435 -0.544
H 2.614 -1.144 -0.441

The molecule's natural (NBO) atomic charges, reported in e, are given here:
1 H 0.23
2 O -0.95
3 H 0.22
4 H 0.13
5 C -0.08
6 H 0.21
7 O -0.96
8 H 0.49
9 H 0.50
10 H 0.47
11 C -0.65
12 H 0.46
13 H 0.19
14 H 0.21
15 C -0.26
16 H 0.18
17 O -0.94
18 H 0.46
19 N -0.40
20 H 0.48

The following is a DFT calculation (ωB97M-V/def2-TZVPD) of 3 unconnected molecules or ions with the total composition C3H13NO3 in a non-equilibrium geometry.

The value obtained for the relative energy (zero: lowest compared OMol25 entry of this formula, charge and spin) is 265.87 kJ/mol. The calculation puts the electronic energy at -10944.047 eV. The value obtained for the HOMO-LUMO gap (spin up / spin down) is 10.0 / 5.2 eV. Its net charge is +1. The spin multiplicity is 2. Its expectation value of S² is 0.75.

Element x y z (Å)
O -0.676 6.942 -1.511
H -1.025 6.489 -0.783
C -0.290 0.027 -0.618
H 0.522 -0.625 1.192
H 1.994 0.127 -1.279
H 0.541 -2.930 2.242
C -0.268 -2.276 0.190
H -0.602 -3.905 1.492
O -1.356 -2.253 2.441
H -1.400 0.208 -0.201
N 0.248 -0.933 0.291
O 2.792 0.232 -1.772
H 0.196 1.062 -0.632
H -0.558 -0.468 -1.616
H -2.298 -2.489 2.195
C -0.419 -2.865 1.637
H 2.687 -0.698 -2.119
H 0.374 -2.954 -0.428
H -1.200 6.464 -2.201
H -1.180 -2.428 -0.420

The molecule's natural (NBO) atomic charges, reported in e, are given here:
1 O -0.91
2 H 0.45
3 C -0.52
4 H 0.43
5 H 0.42
6 H 0.22
7 C -0.34
8 H 0.20
9 O -0.70
10 H 0.31
11 N -0.15
12 O -0.88
13 H 0.29
14 H 0.27
15 H 0.49
16 C -0.09
17 H 0.46
18 H 0.29
19 H 0.46
20 H 0.26

The following is a DFT calculation (ωB97M-V/def2-TZVPD) of 4 unconnected molecules or ions with the total composition C3H13O3S in a non-equilibrium geometry.

The value obtained for the relative energy (zero: lowest compared OMol25 entry of this formula, charge and spin) is 227.17 kJ/mol. The calculation puts the electronic energy at -20299.358 eV. The value obtained for the HOMO-LUMO gap is 5.7 eV. Its net charge is -1. The spin multiplicity is 1.

Element x y z (Å)
C 0.932 -1.270 -0.038
H -3.974 0.529 -2.596
H 1.070 -0.323 0.442
O -2.167 0.462 1.774
H 1.023 3.549 5.073
H 2.924 -1.731 -0.386
C 2.213 -1.514 -1.108
H 2.777 0.680 -1.187
H 1.664 0.192 -2.279
O 1.840 3.245 4.645
S -0.747 -1.468 -0.908
O -3.245 1.078 -2.437
H 1.557 2.984 3.753
H -1.506 -0.018 1.335
C 2.586 -0.184 -1.736
H -2.626 1.081 1.172
H 0.794 -1.902 0.778
H 1.960 -2.246 -1.888
H 3.437 -0.332 -2.601
H -2.959 0.556 -1.662

The molecule's natural (NBO) atomic charges, reported in e, are given here:
1 C -0.49
2 H 0.45
3 H 0.16
4 O -0.98
5 H 0.47
6 H 0.18
7 C -0.42
8 H 0.20
9 H 0.22
10 O -0.94
11 S -0.79
12 O -0.94
13 H 0.48
14 H 0.50
15 C -0.61
16 H 0.47
17 H 0.18
18 H 0.22
19 H 0.17
20 H 0.49

The following is a DFT calculation (ωB97M-V/def2-TZVPD) of 4 unconnected molecules or ions with the total composition C3H13O4S in a non-equilibrium geometry.

The value obtained for the relative energy (zero: lowest compared OMol25 entry of this formula, charge and spin) is 82.45 kJ/mol. The calculation puts the electronic energy at -22347.752 eV. The value obtained for the HOMO-LUMO gap is 8.2 eV. Its net charge is -1. The spin multiplicity is 1.

Element x y z (Å)
C -0.089 1.399 -1.106
C -2.068 -0.349 -0.568
C -1.382 1.012 -0.328
O 1.119 -1.625 -0.785
H 0.839 0.944 2.934
H 1.566 -0.522 0.394
H 0.536 -0.405 -1.516
H 0.723 1.719 -0.432
H -0.259 2.359 -1.614
H -1.118 1.019 0.734
O 2.203 0.002 0.971
S -1.562 -1.873 0.313
H 2.937 -0.575 1.172
H -2.123 1.767 -0.593
O 0.739 0.016 3.149
H -0.200 -1.974 0.007
H -2.063 -0.617 -1.616
H 1.168 -0.376 2.349
H 1.649 -2.187 -1.357
O 0.420 0.473 -2.023
H -3.035 -0.210 -0.086

The molecule's natural (NBO) atomic charges, reported in e, are given here:
1 C -0.06
2 C -0.51
3 C -0.45
4 O -1.22
5 H 0.45
6 H 0.53
7 H 0.51
8 H 0.15
9 H 0.14
10 H 0.21
11 O -1.01
12 S -0.24
13 H 0.46
14 H 0.19
15 O -0.98
16 H 0.25
17 H 0.21
18 H 0.49
19 H 0.45
20 O -0.78
21 H 0.21

The following is a DFT calculation (ωB97M-V/def2-TZVPD) of 4 unconnected molecules or ions with the total composition C3H13O5 in a non-equilibrium geometry.

The value obtained for the relative energy (zero: lowest compared OMol25 entry of this formula, charge and spin) is 44.71 kJ/mol. The calculation puts the electronic energy at -13559.995 eV. The value obtained for the HOMO-LUMO gap is 8.6 eV. Its net charge is -1. The spin multiplicity is 1.

Element x y z (Å)
C -1.028 -0.223 0.938
H 0.045 -0.649 2.830
O 1.502 1.085 1.203
H 0.731 1.452 0.748
H -0.852 0.830 0.644
H 1.716 -0.776 0.304
H -0.914 -1.556 -2.677
H 0.308 -0.144 -2.431
O -0.125 -1.550 -2.125
H -0.232 1.821 -1.245
O -1.503 -0.979 -0.142
H -0.784 -1.271 -0.892
H 2.143 -0.565 2.075
O 0.712 0.834 -2.363
H 1.226 0.584 -1.579
C 1.453 -0.326 1.264
H -1.941 0.007 1.530
C 0.076 -0.871 1.763
H -1.707 1.930 -0.808
O -0.843 2.318 -0.651
H 0.016 -1.949 1.614

The molecule's natural (NBO) atomic charges, reported in e, are given here:
1 C -0.09
2 H 0.19
3 O -0.76
4 H 0.49
5 H 0.17
6 H 0.16
7 H 0.43
8 H 0.51
9 O -1.17
10 H 0.51
11 O -0.83
12 H 0.50
13 H 0.16
14 O -1.03
15 H 0.45
16 C -0.06
17 H 0.14
18 C -0.46
19 H 0.47
20 O -1.00
21 H 0.21